[1]
A molecular structure, H2INO3P in a non-equilibrium geometry, computed with the ωB97M-V functional and the def2-TZVPD basis.

Geometry as XYZ:
```
8
Properties=species:S:1:pos:R:3
N 0.1069 0.3730 0.0987
O -1.5405 2.0619 -1.3546
O -1.7117 1.9132 1.2201
O -1.9739 -0.2832 -0.0979
P -1.3670 1.2961 -0.0953
I -4.3327 -0.1151 0.0932
H 0.4870 -0.2759 -0.6601
H 0.1498 -0.0470 1.0776
```

The net charge is -1. The relative energy (zero: lowest compared OMol25 entry of this formula, charge and spin) comes out at 4.2 kJ/mol. As for the HOMO energy (spin up / spin down): -4.3 / -5.0 eV. The expectation value of S² is 2.01. The multiplicity is 3.


[2]
2 unconnected molecules or ions with the total composition H2IOP in a non-equilibrium geometry, computed with the ωB97M-V functional and the def2-TZVPD basis.

Geometry as XYZ:
```
5
Properties=species:S:1:pos:R:3
O 0.5317 -2.2866 0.0137
P -0.8513 -2.4281 -0.4130
H -0.8885 -1.3494 -1.5967
I 1.0998 3.4497 0.5228
H 0.1083 2.6144 1.4733
```

The net charge is 0. The SMILES is O=P.I. The relative energy (zero: lowest compared OMol25 entry of this formula, charge and spin) comes out at 163.9 kJ/mol. As for the HOMO energy: -9.8 eV.


[3]
A molecular structure, H2MgO in a non-equilibrium geometry, computed with the ωB97M-V functional and the def2-TZVPD basis.

Geometry as XYZ:
```
4
Properties=species:S:1:pos:R:3
O 0.0595 0.0794 0.0296
H -0.0269 0.4894 0.9199
H -0.1927 0.7940 -0.5982
Mg 0.1601 -1.3628 -0.3512
```

The net charge is +2. The relative energy (zero: lowest compared OMol25 entry of this formula, charge and spin) comes out at 218.7 kJ/mol. As for the HOMO energy: -27.3 eV.


[4]
A molecular structure, H2MgO in a non-equilibrium geometry, computed with the ωB97M-V functional and the def2-TZVPD basis.

Geometry as XYZ:
```
4
Properties=species:S:1:pos:R:3
O 0.1167 0.0221 0.1021
H -0.1361 -0.6852 0.7378
H 0.4826 0.7419 0.6646
Mg -0.4632 -0.0789 -1.5045
```

The net charge is +2. The relative energy (zero: lowest compared OMol25 entry of this formula, charge and spin) comes out at 32.0 kJ/mol. As for the HOMO energy: -26.2 eV.


[5]
2 unconnected molecules or ions with the total composition H2N2O in a non-equilibrium geometry, computed with the ωB97M-V functional and the def2-TZVPD basis.

Geometry as XYZ:
```
5
Properties=species:S:1:pos:R:3
N -1.4198 -0.5071 0.3358
N 0.7782 -0.0920 -0.3236
O -1.9853 0.3929 -0.0630
H 1.2424 0.8562 -0.3234
H 1.3844 -0.6500 0.3742
```

The net charge is 0. The relative energy (zero: lowest compared OMol25 entry of this formula, charge and spin) comes out at 516.5 kJ/mol. As for the HOMO energy (spin up / spin down): -10.7 / -8.2 eV.


[6]
H2N2O2 in the gas phase in a non-equilibrium geometry, computed with the ωB97M-V functional and the def2-TZVPD basis.

Geometry as XYZ:
```
6
Properties=species:S:1:pos:R:3
N -0.1039 0.7333 0.2315
N 0.0760 -0.5984 -0.3095
O 1.1864 -0.8940 -0.5645
O -0.8917 -1.2482 -0.4996
H 0.7697 1.2172 0.4727
H -1.0365 0.7900 0.6694
```

The net charge is 0. The SMILES is N[N+](=O)[O-]. The relative energy (zero: lowest compared OMol25 entry of this formula, charge and spin) comes out at 140.1 kJ/mol. As for the HOMO energy: -11.3 eV.


[7]
2 unconnected molecules or ions with the total composition H2N2O2S in a non-equilibrium geometry, computed with the ωB97M-V functional and the def2-TZVPD basis.

Geometry as XYZ:
```
7
Properties=species:S:1:pos:R:3
N 2.9407 -0.8146 -0.4068
N 2.0316 -1.4252 -0.7073
O 4.0296 0.9826 0.9840
O 0.4611 0.2311 0.1425
S 4.2536 0.0106 -0.0851
H -0.3972 -0.0860 -0.1959
H 0.5785 1.1656 0.0797
```

The net charge is 0. The relative energy (zero: lowest compared OMol25 entry of this formula, charge and spin) comes out at 58.9 kJ/mol. As for the HOMO energy: -8.4 eV.


[8]
2 unconnected molecules or ions with the total composition H2N2O3 in a non-equilibrium geometry, computed with the ωB97M-V functional and the def2-TZVPD basis.

Geometry as XYZ:
```
7
Properties=species:S:1:pos:R:3
N -2.4068 -0.5296 -0.8340
N -1.5866 -0.9649 -0.2399
O -0.7759 -1.4685 0.3661
O 1.8137 0.4061 -0.0512
O 0.6997 1.1768 0.3735
H 2.0374 -0.0490 0.8017
H 0.2185 1.4291 -0.4161
```

The net charge is 0. The SMILES is N#[N+][O-].OO. The relative energy (zero: lowest compared OMol25 entry of this formula, charge and spin) comes out at 14.1 kJ/mol. As for the HOMO energy: -10.1 eV.


[9]
2 unconnected molecules or ions with the total composition H2N2O3 in a non-equilibrium geometry, computed with the ωB97M-V functional and the def2-TZVPD basis.

Geometry as XYZ:
```
7
Properties=species:S:1:pos:R:3
O 2.4886 0.2592 0.1520
N 1.1426 0.1897 0.1135
N 0.4135 0.5221 -0.6914
O 0.1703 1.3200 -1.5441
O -1.3450 -0.7231 0.4586
H -2.1194 -1.4773 0.5861
H -0.7507 -0.0905 0.9253
```

The net charge is 0. The SMILES is O=NN=O.O. The relative energy (zero: lowest compared OMol25 entry of this formula, charge and spin) comes out at 330.9 kJ/mol. As for the HOMO energy (spin up / spin down): -10.4 / -10.9 eV.


[10]
H2N2O3 in the gas phase in a non-equilibrium geometry, computed with the ωB97M-V functional and the def2-TZVPD basis.

Geometry as XYZ:
```
7
Properties=species:S:1:pos:R:3
O -1.0815 -2.4650 -0.1064
N -0.3895 -1.4903 -0.2011
N -0.6226 -0.4187 0.4004
O 0.2722 0.8121 0.0519
O 1.5701 0.7361 0.5156
H -1.3767 0.1095 0.9852
H 2.0343 -0.0244 -0.0165
```

The net charge is 0. The SMILES is O=NNOO. The relative energy (zero: lowest compared OMol25 entry of this formula, charge and spin) comes out at 272.7 kJ/mol. As for the HOMO energy: -9.8 eV.


[11]
2 unconnected molecules or ions with the total composition H2N2O3S in a non-equilibrium geometry, computed with the ωB97M-V functional and the def2-TZVPD basis.

Geometry as XYZ:
```
8
Properties=species:S:1:pos:R:3
N -0.2389 -0.4081 0.0696
N -1.1018 -0.4036 -0.8981
O -2.4508 -0.2492 -0.5045
O 0.0617 0.4634 -3.8253
O 0.5160 1.4450 -1.6738
S -0.5033 1.1630 -2.7158
H -0.3969 -0.2859 1.1577
H 0.6743 -0.6772 -0.2708
```

The net charge is 0. The relative energy (zero: lowest compared OMol25 entry of this formula, charge and spin) comes out at 162.3 kJ/mol. As for the HOMO energy: -10.4 eV.


[12]
2 unconnected molecules or ions with the total composition H2N2O4 in a non-equilibrium geometry, computed with the ωB97M-V functional and the def2-TZVPD basis.

Geometry as XYZ:
```
8
Properties=species:S:1:pos:R:3
N 0.8676 -1.0237 -0.8666
N -0.7702 1.0400 0.7974
O 0.3966 1.2970 0.6497
O -1.5969 1.6956 1.3584
O -0.3536 -0.9097 -1.0736
O -1.2153 -0.0896 0.3558
H 1.2062 -1.8198 -0.3210
H 1.4657 -0.1899 -0.9000
```

The net charge is 0. The relative energy (zero: lowest compared OMol25 entry of this formula, charge and spin) comes out at 256.5 kJ/mol. As for the HOMO energy (spin up / spin down): -10.6 / -10.2 eV.